The following is a quantum chemistry calculation of a cluster of 2 separate species, C4H7NO2 in total, from the Open Molecules 2025 dataset.

Energy above the lowest of the compared OMol25 structures with the same formula, charge and spin, kJ/mol: 428.79
Total charge: 0
Gap between HOMO and LUMO (spin up / spin down), eV: 7.32 / 7.30
E_LUMO (spin up / spin down), eV: -1.22 / -1.23

Last column: natural (NBO) charge in e.
CARTESIAN COORDINATES (ANGSTROEM)
1 C -0.4547 -0.6211 2.0295  -0.253
2 C 0.2876 -0.1766 -0.3226  -0.545
3 C -0.0431 -1.5363 -0.4068  0.363
4 O -0.2218 -2.2363 0.6168  -0.540
5 C 0.0663 0.7346 -1.4655  0.636
6 O -0.4993 0.3989 -2.4963  -0.630
7 N 0.5498 2.0192 -1.2944  -0.831
8 H -1.5158 -0.6621 1.8168  0.207
9 H -0.0566 -1.3836 2.6893  0.202
10 H -0.0428 0.3755 2.1752  0.184
11 H 1.1065 0.0413 0.3613  0.233
12 H -0.1329 -2.0195 -1.3898  0.195
13 H 0.7497 2.3570 -0.3651  0.380
14 H 0.2070 2.7088 -1.9483  0.398

Atoms 1-3, force components in eV/Å:
C 0.006 -0.142 -0.108
C -0.056 -0.050 -0.025
C 0.012 0.117 0.083

---

The following is a quantum chemistry calculation of the molecule C4H7NO2, from the Open Molecules 2025 dataset.

Energy above the lowest of the compared OMol25 structures with the same formula, charge and spin, kJ/mol: 180.15
Total charge: 0
SMILES: [H]/N=C(\C)OCC=O
Gap between HOMO and LUMO, eV: 10.60
E_LUMO, eV: 0.84

Last column: natural (NBO) charge in e.
CARTESIAN COORDINATES (ANGSTROEM)
1 C -2.0113 -0.0102 0.0933  -0.705
2 C -0.6731 0.1099 -0.5797  0.577
3 N -0.1568 1.1245 -1.1262  -0.661
4 O 0.0673 -1.0442 -0.5044  -0.524
5 C 1.1864 -0.9577 0.3712  -0.164
6 C 2.0306 0.2943 0.1623  0.418
7 O 2.1615 1.1217 1.0308  -0.516
8 H -1.8718 0.1770 1.1658  0.239
9 H -2.7251 0.7218 -0.2920  0.225
10 H -2.4131 -1.0190 -0.0200  0.239
11 H -0.7889 1.9222 -1.0850  0.351
12 H 0.8539 -0.9691 1.4173  0.184
13 H 1.7935 -1.8485 0.1761  0.209
14 H 2.5469 0.3773 -0.8095  0.128

Atoms 1-3, force components in eV/Å:
C -0.095 0.015 -0.025
C 0.002 0.376 -0.019
N -0.248 -0.286 0.175

---

The following is a quantum chemistry calculation of a cluster of 2 separate species, C4H7NO2 in total, from the Open Molecules 2025 dataset.

Energy above the lowest of the compared OMol25 structures with the same formula, charge and spin, kJ/mol: 462.99
Total charge: 0
Gap between HOMO and LUMO, eV: 8.59
E_LUMO, eV: -0.01

Last column: natural (NBO) charge in e.
CARTESIAN COORDINATES (ANGSTROEM)
1 C -1.6856 -0.9498 -0.0189  -0.699
2 C -0.2846 -0.4224 -0.1298  0.598
3 C -0.0124 0.9938 0.3193  -0.344
4 N 1.4322 1.0790 0.2347  -0.685
5 C 2.0031 -0.1052 0.4914  0.906
6 O 3.0210 -0.6155 0.7657  -0.467
7 O 0.7050 -1.1887 0.0725  -0.529
8 H -1.9740 -0.7246 1.0207  0.242
9 H -1.7454 -2.0303 -0.1506  0.247
10 H -2.3940 -0.4318 -0.6685  0.249
11 H 0.4705 0.5231 -1.8291  -0.319
12 H -0.4815 1.1906 1.2934  0.229
13 H -0.3939 1.6994 -0.4110  0.255
14 H 1.3397 0.9823 -0.9898  0.316

Atoms 1-3, force components in eV/Å:
C 0.080 -0.032 -0.192
C 0.089 0.123 0.311
C -0.090 0.123 -0.128

---

The following is a quantum chemistry calculation of a structure of composition C4H7NO2, from the Open Molecules 2025 dataset.

Energy above the lowest of the compared OMol25 structures with the same formula, charge and spin, kJ/mol: 443.93
Total charge: 0
Gap between HOMO and LUMO, eV: 9.78
E_LUMO, eV: 0.77

Last column: natural (NBO) charge in e.
CARTESIAN COORDINATES (ANGSTROEM)
1 O 1.3562 -0.8488 0.8603  -0.709
2 C 0.4357 -0.8344 -0.2134  0.043
3 C -0.9888 -0.7967 0.3137  -0.117
4 O -1.1523 0.3880 1.1223  -0.513
5 C -0.7152 1.5603 0.6234  0.228
6 N 0.0513 1.6100 -0.4667  -0.572
7 C 0.6125 0.3973 -1.0925  -0.286
8 H 0.9804 -0.3180 1.5775  0.472
9 H 0.6109 -1.7486 -0.7903  0.193
10 H -1.7213 -0.7828 -0.5013  0.190
11 H -1.2005 -1.6354 0.9795  0.210
12 H 0.3292 2.2737 0.5706  0.417
13 H 0.1124 0.2658 -2.0595  0.216
14 H 1.6721 0.5831 -1.2877  0.227

Atoms 1-3, force components in eV/Å:
O -0.028 0.111 0.182
C -0.170 -0.007 -0.219
C 0.013 -0.153 -0.098

---

The following is a quantum chemistry calculation of the molecule C4H7NO2, from the Open Molecules 2025 dataset.

Energy above the lowest of the compared OMol25 structures with the same formula, charge and spin, kJ/mol: 147.98
Total charge: 0
SMILES: CCC(=O)NC=O
Gap between HOMO and LUMO, eV: 10.75
E_LUMO, eV: 0.64

Last column: natural (NBO) charge in e.
CARTESIAN COORDINATES (ANGSTROEM)
1 O 0.7515 0.5027 -1.8899  -0.578
2 C 0.5355 -0.0180 -0.8068  0.683
3 N 0.8184 -1.3728 -0.5905  -0.656
4 C 0.2457 -1.9703 0.5326  0.524
5 O 0.2556 -3.1834 0.5086  -0.548
6 C 0.3667 0.9810 0.3197  -0.504
7 C -1.0895 1.4016 0.1504  -0.615
8 H 1.4308 -1.8323 -1.2872  0.442
9 H -0.1929 -1.2681 1.2331  0.141
10 H 0.9619 1.8615 0.0934  0.252
11 H 0.6428 0.5161 1.2521  0.207
12 H -1.6526 1.3487 -0.7804  0.240
13 H -1.7097 0.5891 0.8018  0.188
14 H -1.3643 2.4442 0.4629  0.225

Atoms 1-3, force components in eV/Å:
O -0.603 -1.160 -0.101
C 3.458 1.427 -1.509
N -0.579 2.288 0.664

---

The following is a quantum chemistry calculation of the molecule C4H7NO2, from the Open Molecules 2025 dataset.

Energy above the lowest of the compared OMol25 structures with the same formula, charge and spin, kJ/mol: 204.06
Total charge: 0
SMILES: C/N=C(/O)C(C)=O
Gap between HOMO and LUMO, eV: 9.02
E_LUMO, eV: -0.23

Last column: natural (NBO) charge in e.
CARTESIAN COORDINATES (ANGSTROEM)
1 C 2.2654 -0.4955 0.2782  -0.437
2 C -2.0898 -0.1624 0.2203  -0.731
3 C 0.2918 0.7649 -0.2842  0.410
4 C -0.6423 -0.3891 -0.0832  0.480
5 O -0.2046 1.9537 -0.6665  -0.650
6 N 1.5699 0.5518 -0.4411  -0.389
7 O -0.1666 -1.5120 -0.3458  -0.497
8 H -1.1299 1.9309 -0.9438  0.483
9 H 2.3482 -1.3849 -0.3535  0.217
10 H 1.8226 -0.7534 1.2454  0.185
11 H 3.2895 -0.1519 0.4649  0.197
12 H -2.2283 0.7412 0.8180  0.227
13 H -2.4694 -1.0067 0.8031  0.257
14 H -2.6564 -0.0866 -0.7119  0.246

Atoms 1-3, force components in eV/Å:
C 0.365 -0.284 -0.477
C -0.072 -0.093 0.600
C 3.399 -1.398 -1.292

---

The following is a quantum chemistry calculation of the molecule C4H7NO2, from the Open Molecules 2025 dataset.

Energy above the lowest of the compared OMol25 structures with the same formula, charge and spin, kJ/mol: 450.50
Total charge: 0
SMILES: C/C(=N\O)[C@H]1CO1
Gap between HOMO and LUMO, eV: 10.57
E_LUMO, eV: 0.88

Last column: natural (NBO) charge in e.
CARTESIAN COORDINATES (ANGSTROEM)
1 C 1.2305 1.3637 0.4882  -0.684
2 C 0.3145 0.2401 0.1327  0.180
3 N -0.2888 -0.5553 0.9358  -0.139
4 O -0.0890 -0.3995 2.2756  -0.553
5 C 0.0024 -0.3204 -1.2194  0.008
6 C -1.3021 -0.9306 -1.2070  -0.091
7 O -0.8966 0.1667 -2.1732  -0.484
8 H 2.1153 0.9901 1.0153  0.238
9 H 1.5482 1.9140 -0.4014  0.231
10 H 0.7126 2.0506 1.1647  0.241
11 H -0.6887 -1.0868 2.6041  0.479
12 H 0.8121 -0.8940 -1.6761  0.181
13 H -1.3920 -2.0143 -1.3641  0.193
14 H -2.0785 -0.5244 -0.5755  0.199

Atoms 1-3, force components in eV/Å:
C -0.007 0.049 0.060
C -0.224 -0.231 0.440
N 0.275 0.221 -0.077

---

The following is a quantum chemistry calculation of the molecule C4H7NO2, from the Open Molecules 2025 dataset.

Energy above the lowest of the compared OMol25 structures with the same formula, charge and spin, kJ/mol: 364.99
Total charge: 0
SMILES: CN1OCCC1=O
Gap between HOMO and LUMO, eV: 10.46
E_LUMO, eV: 0.95

Last column: natural (NBO) charge in e.
CARTESIAN COORDINATES (ANGSTROEM)
1 C -0.2664 1.0889 -1.7808  -0.441
2 C 0.8036 -1.2983 0.6536  -0.079
3 C -0.0167 -0.3931 1.5168  -0.552
4 C -0.7332 0.3856 0.5553  0.645
5 H -0.2451 0.7454 -2.7853  0.226
6 H -1.3087 1.2301 -1.8375  0.239
7 H 0.3424 2.1188 -1.4922  0.205
8 H 0.2873 -2.2518 0.2800  0.191
9 H 1.8013 -1.6803 1.1665  0.200
10 H -0.7467 -0.8786 2.1242  0.258
11 H 0.7773 0.2114 2.1268  0.253
12 N -0.1843 0.0749 -0.6936  -0.182
13 O 1.2261 -0.4901 -0.4940  -0.378
14 O -1.7368 1.1371 0.6602  -0.585

Atoms 1-3, force components in eV/Å:
C 1.062 1.544 2.499
C 3.266 -2.950 -0.281
C 2.585 0.103 2.169